{"formula": "C17H35AsBrIrNO3Sb", "method": "the ωB97M-V functional and the def2-TZVPD basis", "symbols": ["Ir", "Br", "C", "C", "C", "C", "C", "C", "H", "H", "H", "H", "O", "H", "H", "C", "C", "Sb", "C", "C", "C", "C", "H", "H", "H", "H", "H", "H", "H", "H", "H", "H", "H", "H", "H", "H", "H", "C", "As", "C", "C", "H", "H", "H", "H", "H", "H", "H", "H", "H", "N", "C", "C", "O", "O", "H", "H", "H", "H", "H"], "coordinates": [[0.75905, -0.11825, 0.14147], [6.29089, 0.55243, -3.43317], [4.74640, 0.43108, -2.40453], [3.50676, 0.27873, -3.03493], [2.37309, 0.17957, -2.26480], [2.43706, 0.22583, -0.84435], [3.71108, 0.39370, -0.24233], [4.84657, 0.49134, -1.00637], [3.45220, 0.23827, -4.11414], [1.41433, 0.06083, -2.75923], [3.79644, 0.45124, 0.83563], [5.81704, 0.61756, -0.54618], [1.28913, 3.38947, -0.09043], [1.87620, 3.67184, -0.80053], [1.46938, 4.00326, 0.62972], [-4.56384, -0.17167, -1.22906], [-3.19547, -0.79885, -0.97168], [-1.68708, 0.68129, -0.68347], [-2.59065, 1.87915, 0.83674], [-1.67606, 2.92301, 1.46634], [-1.89730, 1.85207, -2.45703], [-0.75992, 2.82488, -2.73786], [-5.30483, -0.95478, -1.39103], [-4.56311, 0.46187, -2.11650], [-4.90399, 0.42653, -0.38356], [-2.88223, -1.41937, -1.81214], [-3.19446, -1.42074, -0.07684], [-2.97624, 1.17115, 1.57277], [-3.45525, 2.34562, 0.36170], [-0.79906, 2.45995, 1.92699], [-2.21634, 3.48305, 2.23112], [-1.30705, 3.63499, 0.72919], [-2.84667, 2.37525, -2.32971], [-2.03020, 1.13403, -3.26836], [-0.63414, 3.54464, -1.93010], [-0.96668, 3.38167, -3.65240], [0.19253, 2.30923, -2.87123], [-0.99474, -3.60320, -0.49435], [0.64767, -2.68101, -0.06268], [1.21930, -3.56848, 1.55841], [1.89339, -3.32762, -1.39606], [-0.80355, -4.67560, -0.51191], [-1.34902, -3.28585, -1.47283], [-1.74367, -3.37506, 0.26111], [1.30949, -4.63725, 1.37047], [0.47306, -3.39800, 2.33233], [2.18250, -3.17533, 1.87875], [1.92573, -4.41598, -1.37789], [2.88268, -2.92220, -1.19055], [1.56914, -2.99479, -2.38103], [0.31947, 0.46699, 4.81628], [-0.78818, -0.38766, 4.26243], [-0.58495, -0.56616, 2.75649], [-1.39932, -1.20716, 2.12559], [0.47043, 0.02745, 2.29637], [-0.02136, 1.33849, 5.22180], [0.92118, 0.68063, 3.99979], [0.87184, -0.01348, 5.52642], [-1.74734, 0.08854, 4.44781], [-0.78133, -1.35714, 4.75356]], "atomic_forces_ev_per_a": [[-0.077, -0.187, 0.076], [-0.012, 0.005, -0.001], [0.022, -0.008, -0.024], [-0.009, -0.002, -0.001], [0.004, 0.021, 0.012], [-0.018, 0.030, -0.044], [0.035, 0.016, -0.027], [-0.018, 0.010, 0.034], [0.009, 0.003, 0.001], [0.008, -0.010, -0.009], [-0.010, -0.010, 0.001], [0.001, -0.004, -0.006], [-0.002, -0.065, 0.082], [-0.001, 0.000, -0.016], [0.006, 0.053, -0.027], [0.005, -0.021, -0.001], [0.033, 0.001, -0.015], [-0.090, 0.030, 0.014], [-0.040, -0.001, 0.003], [0.006, -0.034, 0.007], [0.046, -0.043, -0.001], [-0.012, 0.038, -0.007], [-0.007, 0.008, 0.000], [-0.002, -0.001, -0.001], [0.005, 0.001, 0.003], [0.002, 0.001, 0.006], [0.004, 0.006, 0.004], [0.015, -0.004, 0.001], [0.013, 0.016, -0.004], [-0.006, 0.011, -0.006], [0.015, 0.011, 0.001], [-0.003, 0.002, -0.002], [-0.002, -0.007, -0.011], [0.008, 0.021, -0.010], [0.007, -0.011, 0.012], [0.009, -0.013, -0.001], [0.001, -0.014, 0.009], [-0.018, 0.025, 0.008], [0.040, 0.067, -0.060], [0.017, 0.040, 0.010], [-0.044, 0.001, 0.009], [0.009, 0.000, 0.001], [-0.003, -0.003, 0.001], [0.011, 0.009, -0.005], [-0.008, -0.011, 0.013], [-0.001, -0.024, 0.003], [0.002, -0.001, -0.007], [0.004, 0.001, 0.014], [0.003, -0.010, 0.000], [0.012, 0.008, 0.004], [-0.014, -0.006, 0.062], [-0.016, -0.046, 0.016], [-0.023, 0.060, -0.126], [0.014, -0.004, 0.049], [0.047, 0.010, -0.040], [0.004, 0.004, 0.000], [0.017, 0.018, -0.033], [-0.003, 0.002, 0.007], [0.007, 0.005, 0.011], [-0.005, 0.002, 0.011]], "e_lumo_ev": [-5.4, -8.2], "charge": 2, "fmax_ev_per_a": 0.2, "e_homo_ev": [-12.934, -14.258], "multiplicity": 5, "s_squared": 6.033}

=====

{"formula": "C13H20BrN4PmS5", "method": "the ωB97M-V functional and the def2-TZVPD basis", "symbols": ["Pm", "N", "C", "C", "N", "C", "C", "N", "H", "H", "H", "H", "H", "H", "H", "H", "H", "H", "H", "H", "H", "C", "S", "C", "C", "S", "S", "C", "S", "S", "H", "H", "H", "Br", "C", "C", "C", "C", "N", "C", "H", "H", "H", "H"], "coordinates": [[-0.21605, 0.25733, 0.23547], [2.16042, -0.54644, 0.87695], [2.16107, -1.47306, 2.03060], [1.36901, -0.87726, 3.16753], [0.03718, -0.36245, 2.70641], [-1.14735, -0.89706, 3.44773], [-2.34072, -1.08484, 2.53588], [-2.40615, 0.01478, 1.54248], [2.73156, -0.92839, 0.12643], [2.61412, 0.33143, 1.13035], [3.17734, -1.69507, 2.36058], [1.72432, -2.41957, 1.71006], [1.91072, -0.05416, 3.63640], [1.21862, -1.62886, 3.94175], [0.05511, 0.63621, 2.91115], [-1.37891, -0.22401, 4.27510], [-0.87956, -1.85241, 3.89794], [-3.25628, -1.14569, 3.12558], [-2.26966, -2.01774, 1.97580], [-2.56992, 0.91062, 2.00296], [-3.22146, -0.11565, 0.94700], [-3.16623, 3.04015, -1.61309], [-1.95186, 2.67997, -0.33363], [-0.65640, 3.83733, -0.60848], [0.49221, 3.73242, 0.06791], [0.89763, 2.45508, 1.22537], [1.66336, 4.98147, -0.20381], [0.75777, 5.89191, -1.38604], [1.29875, 7.19610, -2.14634], [-0.83162, 5.19001, -1.68341], [-3.96341, 2.30910, -1.48719], [-2.74064, 2.94157, -2.60800], [-3.57633, 4.03354, -1.45126], [-0.34966, -5.52033, 1.16680], [-0.25684, -4.30713, -0.23038], [-0.11502, -4.70464, -1.55255], [-0.04521, -3.73739, -2.54298], [-0.11542, -2.40307, -2.18902], [-0.25144, -2.01637, -0.91132], [-0.32143, -2.95350, 0.04008], [-0.05870, -5.75740, -1.79804], [0.06368, -4.01576, -3.58178], [-0.06072, -1.62660, -2.94155], [-0.42929, -2.62094, 1.06768]], "atomic_forces_ev_per_a": [[-0.107, 0.079, 0.344], [-0.163, 0.066, -0.216], [0.207, -0.110, -0.150], [-0.299, 0.101, 0.243], [0.022, 0.014, -0.036], [0.400, -0.003, 0.153], [-0.262, 0.014, -0.127], [0.095, 0.057, -0.134], [-0.005, -0.079, 0.018], [0.054, -0.035, 0.054], [-0.011, 0.022, 0.070], [-0.025, 0.015, -0.023], [0.080, -0.004, -0.075], [0.048, 0.000, 0.004], [-0.017, 0.036, 0.045], [-0.095, 0.010, -0.032], [-0.049, -0.023, -0.035], [0.018, 0.007, 0.035], [0.038, -0.014, 0.019], [-0.009, -0.027, 0.067], [-0.030, -0.036, 0.031], [-0.061, -0.131, -0.185], [0.026, -0.218, 0.147], [-0.062, -0.027, -0.047], [0.175, -0.301, 0.301], [-0.075, 0.266, -0.191], [0.282, 0.102, 0.069], [-0.137, -0.260, -0.003], [0.051, 0.218, -0.070], [-0.128, 0.163, -0.132], [-0.002, 0.023, 0.010], [0.006, 0.064, 0.000], [0.034, 0.024, -0.008], [-0.022, -0.293, 0.318], [0.024, 0.327, -0.289], [0.010, -0.139, -0.066], [-0.009, 0.001, 0.001], [-0.008, -0.073, 0.066], [0.034, 0.210, -0.115], [-0.023, -0.085, -0.062], [-0.004, 0.015, -0.022], [0.002, -0.005, 0.009], [-0.006, 0.017, 0.012], [0.004, 0.012, 0.000]], "e_lumo_ev": [-7.2, -6.3], "charge": 2, "fmax_ev_per_a": 0.5, "e_homo_ev": [-12.559, -12.565], "multiplicity": 5, "s_squared": 6.010}

=====

{"formula": "C2H4N2S2", "method": "the ωB97M-V functional and the def2-TZVPD basis", "symbols": ["C", "C", "N", "N", "S", "S", "H", "H", "H", "H"], "coordinates": [[-0.72209, -1.23048, -0.16103], [-0.15616, 1.36679, 0.11569], [0.54630, -1.19990, 0.15771], [1.19521, -0.14615, 0.19226], [2.71157, 0.23321, 0.30938], [-1.59113, 0.44503, -0.15573], [-0.61982, -1.33133, -1.32907], [-1.38139, -1.96012, 0.35621], [-0.10737, 1.80647, 1.16070], [0.12489, 2.01649, -0.64611]], "atomic_forces_ev_per_a": [[-3.559, -0.250, -4.073], [0.410, -1.740, 2.949], [4.694, 0.755, 2.044], [-3.780, 1.084, 0.032], [1.646, 0.203, 0.061], [-0.337, 0.190, 0.349], [-1.110, -0.823, 1.859], [0.754, 0.356, -0.526], [0.386, -0.611, -1.398], [0.896, 0.837, -1.298]], "e_lumo_ev": -0.3, "fmax_ev_per_a": 5.4, "e_homo_ev": -8.618}

=====

{"formula": "C4H9N", "method": "the ωB97M-V functional and the def2-TZVPD basis", "symbols": ["C", "C", "C", "C", "N", "H", "H", "H", "H", "H", "H", "H", "H", "H"], "coordinates": [[-0.18085, -1.74727, -1.67403], [-0.36121, -0.24503, -1.29095], [-0.46472, -0.08911, 0.25156], [0.52023, 0.60992, 0.90941], [0.42588, 1.57353, 1.89412], [-1.20185, -2.18675, -2.09794], [0.63151, -1.79254, -2.47524], [0.29889, -2.12531, -0.78985], [-1.34479, 0.10094, -1.75854], [0.46868, 0.49135, -1.67216], [-1.43244, -0.52459, 0.70674], [1.55106, 0.51524, 0.68431], [1.25928, 1.66617, 2.40109], [-0.29224, 1.66976, 2.56679]], "atomic_forces_ev_per_a": [[-0.164, 0.701, -2.027], [0.015, 1.740, -0.028], [-2.586, -0.957, -2.000], [-0.341, 2.736, 3.011], [-0.033, -3.107, -1.684], [2.496, 0.546, 1.425], [-1.343, -0.071, 0.845], [-0.372, -1.471, 0.129], [1.247, -0.089, 0.883], [-1.459, -1.638, 0.579], [1.739, 1.081, -0.356], [0.814, -0.275, -1.107], [1.834, 0.704, 0.333], [-1.847, 0.100, -0.003]], "e_lumo_ev": [-4.6, -7.2], "charge": 1, "fmax_ev_per_a": 4.1, "e_homo_ev": [-14.696, -16.106], "multiplicity": 2, "s_squared": 0.758}

=====

{"formula": "C3H8N2O", "method": "the ωB97M-V functional and the def2-TZVPD basis", "symbols": ["C", "C", "O", "H", "H", "H", "H", "N", "C", "N", "H", "H", "H", "H"], "coordinates": [[-2.18092, 0.50631, -2.31422], [-1.92464, -0.10300, -1.15801], [-3.02618, -0.56991, -0.46757], [-2.83845, 1.34144, -2.46898], [-1.45808, 0.25132, -3.16092], [-0.97162, -0.56911, -0.88932], [-3.87048, -1.03570, -0.83304], [2.47048, -0.24476, 2.57931], [2.28954, -0.15616, 1.24497], [2.91895, 0.60759, 0.44081], [3.11573, 0.26387, 3.12602], [1.86123, -0.80060, 3.15859], [1.31795, -0.68162, 0.84004], [2.29649, 1.19033, -0.09766]], "atomic_forces_ev_per_a": [[2.989, 0.203, -1.807], [-2.597, -2.116, -1.756], [-1.383, -0.547, 2.490], [-1.147, -0.661, -0.134], [-0.442, 1.349, 1.325], [-0.454, -0.109, 0.052], [3.048, 1.880, -0.167], [-0.483, -1.620, 0.259], [-2.722, 0.739, -1.420], [0.906, 0.680, 1.804], [0.973, 0.823, -0.241], [-0.011, -0.279, -0.518], [1.354, 0.546, 1.318], [-0.031, -0.889, -1.205]], "e_lumo_ev": 0.5, "smiles": "[H]/N=C/N.C=CO", "fmax_ev_per_a": 3.8, "e_homo_ev": -8.487}